(1)
Density functional theory data (ωB97M-V/def2-TZVPD) for a 2-piece molecular cluster, C4H14NO2 overall in a non-equilibrium geometry.

Last column: Löwdin charge in e.
Geometry (Å):
O (0.4144, -0.2756, 2.3246)  -0.128
O (-0.8506, 2.5093, -1.6451)  -0.089
N (-1.4852, -0.3158, -0.9416)  0.182
C (1.3033, 0.4628, 1.3836)  -0.144
C (-0.8880, -1.0896, 0.2148)  -0.170
C (0.5215, -1.4634, -0.0787)  -0.205
C (1.5684, -0.3632, 0.0560)  -0.147
H (0.5930, -1.7479, -1.1330)  0.129
H (2.1996, 0.6992, 1.9662)  0.124
H (-2.5090, -0.2480, -0.7245)  0.187
H (1.4543, 0.3098, -0.8482)  0.123
H (0.7818, 0.0014, 3.1639)  0.084
H (0.7576, -2.2027, 0.6464)  0.120
H (0.6319, 1.2907, 1.0926)  0.110
H (2.4818, -0.8187, -0.0734)  0.081
H (-1.2655, -0.6490, 1.1471)  0.132
H (-1.3430, -2.1140, 0.2435)  0.150
H (-1.4399, -0.8431, -1.8492)  0.186
H (-0.4087, 3.3923, -1.4293)  0.105
H (-1.0779, 0.5996, -1.1768)  0.102
H (-1.4398, 2.8660, -2.3387)  0.066

Properties
- E (eV) = -9952.8240
- LUMO energy (eV) = -3.30
- net charge = +1

(2)
Density functional theory data (ωB97M-V/def2-TZVPD) for one molecule with the formula C2H4NP in a non-equilibrium geometry.

Last column: Löwdin charge in e.
Geometry (Å):
P (-1.8121, 0.0172, -0.0927)  0.830
N (0.7206, 1.3850, 0.2371)  0.113
C (-0.0838, 0.4631, -0.0417)  -0.731
C (1.2593, -0.0304, -0.3524)  -0.117
H (-1.5473, -1.3528, -0.0451)  -0.109
H (1.7890, -0.6316, 0.3688)  0.063
H (-1.9630, 0.1355, 1.2850)  -0.109
H (1.6373, 0.0139, -1.3589)  0.061

Properties
- SMILES string = PC1=NC1
- E (eV) = -12914.9576
- LUMO energy (eV) = 0.96

(3)
Density functional theory data (ωB97M-V/def2-TZVPD) for a 3-piece molecular cluster, C24H32B2N4O10P overall in a non-equilibrium geometry.

Last column: Löwdin charge in e.
Geometry (Å):
P (1.4047, -5.0630, -1.4252)  0.962
O (0.4341, 1.7158, -1.2278)  0.100
O (-3.3246, -1.3971, 6.1212)  0.095
O (0.1782, 3.8585, -1.4798)  0.053
O (1.8156, 5.2206, -1.7661)  0.086
O (-0.9525, -1.1683, 0.4828)  -0.022
O (-2.2380, -1.4969, 4.2672)  0.048
O (-1.3393, 1.0070, -2.3325)  0.177
O (2.2162, 0.6998, -3.6654)  0.182
O (3.5011, -3.3216, -3.7372)  0.149
O (3.0258, -5.0600, -1.5123)  -0.255
N (-2.3099, -1.5720, 5.4822)  -0.342
N (0.9189, -3.3255, -1.6525)  -0.128
N (0.5631, -0.1550, -5.2194)  0.221
N (0.6418, 4.9833, -1.5544)  -0.316
C (-1.6011, 5.8767, -1.0942)  -0.002
C (-2.2571, -0.5691, 0.2490)  -0.120
C (1.2628, -2.3372, 6.2321)  -0.068
C (1.2257, -2.4480, 7.6164)  -0.066
C (0.0987, -0.7029, -1.6964)  0.046
C (-1.9668, 8.2500, -0.9900)  -0.065
C (-2.3303, 0.8354, 0.8802)  -0.151
C (0.1033, -2.0590, 5.5265)  -0.010
C (-0.2681, 6.1215, -1.3715)  -0.144
C (1.5110, -3.4147, -5.3405)  0.011
C (-0.0306, 1.4620, 1.9168)  -0.095
C (0.8247, -5.9271, -2.9218)  -0.214
C (-0.6273, 8.4769, -1.2787)  -0.060
C (1.2612, -2.5669, -2.7280)  -0.057
C (0.2321, 7.4073, -1.4710)  -0.001
C (-0.3010, 0.7560, -1.7761)  -0.475
C (-1.4712, 1.0062, 2.1420)  -0.231
C (-2.4532, 6.9519, -0.9006)  -0.062
C (0.0272, -2.2855, 8.2983)  -0.057
C (0.1802, -2.8336, -0.6457)  0.012
C (-0.2590, -1.5173, -0.6127)  -0.187
C (0.8490, -1.2331, -2.7637)  0.041
C (-1.0796, -1.8913, 6.2234)  -0.146
C (-1.1365, -2.0042, 7.6002)  0.002
B (1.2153, -0.2040, -3.9527)  -0.582
B (2.1604, -3.1325, -3.9380)  -0.479
H (-3.4968, 6.7778, -0.6775)  0.109
H (1.1671, -0.4967, -5.9583)  0.095
H (-0.0005, -2.3745, 9.3754)  0.112
H (-1.9770, 1.7395, 2.7738)  0.112
H (2.1974, -2.4651, 5.7031)  0.106
H (-0.3238, -0.6427, -5.2398)  0.093
H (-1.9758, 4.8659, -1.0262)  0.117
H (0.5852, 1.2968, 2.8034)  0.074
H (0.1280, -1.9717, 4.4501)  0.113
H (-0.0056, -5.3778, -3.3636)  0.061
H (-2.4613, -0.5408, -0.8217)  0.119
H (0.5448, -6.9223, -2.5811)  0.050
H (-2.1927, 1.6226, 0.1360)  0.106
H (-1.4340, 0.0715, 2.7070)  0.079
H (0.4433, 0.8783, 1.1264)  0.046
H (1.6283, -6.0710, -3.6505)  0.053
H (1.3753, 1.6290, -1.4402)  0.142
H (-0.2516, 9.4882, -1.3507)  0.111
H (2.8807, 0.2691, -3.1103)  0.121
H (0.4446, -3.1754, -5.3384)  0.071
H (-2.6338, 9.0875, -0.8334)  0.110
H (1.2748, 7.5803, -1.6928)  0.120
H (-3.0501, -1.1617, 0.7052)  0.131
H (1.6489, -4.4567, -5.6412)  0.079
H (0.0444, 2.5061, 1.6073)  0.076
H (1.9554, -2.7826, -6.1149)  0.082
H (-2.0697, -1.8743, 8.1281)  0.122
H (-0.0749, -3.4992, 0.1694)  0.130
H (3.3924, -4.9729, -0.6226)  0.077
H (2.1338, -2.6602, 8.1651)  0.110
H (-3.3687, 0.9266, 1.2136)  0.116
H (3.7669, -4.2367, -3.5843)  0.109

Properties
- E (eV) = -62475.5907
- LUMO energy (eV) = -3.91
- net charge = +1

(4)
Density functional theory data (ωB97M-V/def2-TZVPD) for C34H71ClCuF3N6O12 as an isolated structure in a non-equilibrium geometry.

Last column: Löwdin charge in e.
Geometry (Å):
Cu (13.6419, 12.2441, 15.1618)  0.059
Cl (14.6454, 12.2966, 13.3970)  0.140
F (16.8765, 7.7853, 19.1100)  0.161
F (16.0983, 6.4001, 17.6607)  0.133
F (18.2149, 6.6666, 17.8383)  0.215
O (17.6129, 9.5208, 17.4170)  0.010
O (9.5377, 11.2865, 15.1515)  0.004
O (13.5759, 8.8267, 9.8260)  0.046
O (16.7661, 7.7190, 10.3083)  0.036
O (11.8689, 15.7027, 15.0188)  -0.040
O (16.9173, 8.2219, 15.6610)  0.148
O (12.7900, 11.3755, 7.5511)  0.086
O (15.9408, 13.5984, 18.4188)  -0.030
O (13.9779, 9.1113, 17.3837)  -0.009
O (19.3363, 10.2022, 13.0047)  0.075
O (16.4562, 16.1410, 13.5802)  -0.022
O (13.0090, 12.3512, 16.8895)  -0.120
N (12.9354, 12.3560, 19.1772)  -0.139
N (8.9031, 13.3231, 15.9334)  -0.200
N (12.2252, 8.8106, 16.0490)  -0.156
N (18.1096, 14.6342, 13.0904)  -0.131
N (15.9937, 15.7671, 17.6629)  -0.172
N (12.6992, 15.0743, 12.9603)  -0.179
C (15.8769, 14.4232, 17.5014)  -0.297
C (11.6748, 14.0448, 12.6788)  -0.043
C (13.7663, 12.2205, 20.3803)  -0.032
C (9.2180, 12.0047, 16.0698)  -0.325
C (13.2839, 8.2336, 8.8136)  -0.477
C (11.2648, 8.9660, 17.1173)  -0.033
C (11.6745, 8.6714, 14.7045)  -0.033
C (11.9035, 7.6766, 8.6480)  -0.026
C (16.1976, 9.3767, 11.9992)  -0.040
C (11.8318, 11.1794, 9.6916)  -0.032
C (16.1616, 8.0143, 11.3299)  -0.504
C (15.6925, 16.6824, 16.5746)  -0.056
C (8.4425, 14.1518, 16.9408)  -0.085
C (18.6031, 13.1918, 13.2310)  -0.031
C (19.6225, 9.1632, 12.5092)  -0.557
C (19.3019, 11.1562, 16.9098)  -0.050
C (18.7523, 15.4034, 11.9624)  0.000
C (12.9055, 11.5153, 8.7213)  -0.523
C (15.3166, 7.0175, 12.1000)  -0.016
C (11.7944, 13.2237, 19.2981)  -0.029
C (16.3699, 16.3419, 18.9862)  -0.019
C (13.5097, 8.9506, 16.2601)  -0.360
C (17.0975, 7.3080, 17.8775)  -0.570
C (19.4757, 7.9217, 13.2123)  -0.023
C (14.3498, 7.8701, 7.7915)  0.001
C (12.7498, 15.7105, 14.1410)  -0.326
C (20.1652, 9.0511, 11.0813)  -0.004
C (16.9600, 15.0264, 13.6546)  -0.373
C (13.6269, 15.3572, 11.9384)  -0.100
C (8.7978, 13.7802, 14.5764)  -0.055
C (14.1699, 12.0652, 9.3817)  0.005
C (13.4774, 12.0294, 18.0009)  -0.283
C (17.8493, 10.7900, 16.7176)  -0.163
C (17.1419, 8.4109, 16.8156)  -0.390
H (18.3933, 12.6907, 12.3034)  0.070
H (13.1190, 15.5214, 10.9930)  0.091
H (15.1476, 7.2688, 13.1656)  0.075
H (11.0856, 13.8121, 13.5933)  0.060
H (10.9694, 14.3260, 11.9443)  0.074
H (14.4214, 11.4853, 18.0867)  0.130
H (9.1482, 11.6316, 17.1368)  0.141
H (11.6325, 8.6469, 18.1260)  0.106
H (9.3118, 14.7543, 14.4047)  0.100
H (19.4974, 8.6240, 10.3432)  0.076
H (12.2199, 10.9571, 10.6712)  0.068
H (7.4025, 14.4807, 16.8647)  0.098
H (11.0399, 7.8409, 14.5844)  0.074
H (15.5489, 17.0248, 19.2900)  0.099
H (14.2604, 8.5185, 6.9269)  0.082
H (17.1281, 11.4769, 17.1177)  0.103
H (15.9913, 6.1586, 12.0364)  0.087
H (14.0703, 8.9148, 15.2899)  0.140
H (19.5805, 12.9670, 13.6614)  0.082
H (10.8645, 12.6818, 19.4295)  0.083
H (14.3050, 6.9449, 11.6826)  0.081
H (17.9177, 12.7030, 13.9190)  0.054
H (21.1038, 8.4926, 11.1069)  0.079
H (9.1366, 14.9952, 17.0030)  0.099
H (16.5381, 17.3090, 16.2436)  0.097
H (15.2111, 9.7924, 12.1691)  0.036
H (11.2094, 7.9373, 9.4703)  0.090
H (11.2858, 10.2718, 9.2909)  0.088
H (16.5393, 14.3062, 14.2504)  0.049
H (16.8178, 9.2744, 12.8911)  0.068
H (14.6938, 11.2609, 9.8612)  0.066
H (18.4817, 7.4830, 12.8960)  0.108
H (12.1709, 13.1129, 12.3362)  0.051
H (19.9528, 10.4346, 16.4080)  0.081
H (20.2288, 7.2230, 12.8059)  0.092
H (19.4640, 12.1550, 16.4145)  0.092
H (16.7021, 10.0655, 11.3208)  0.081
H (15.3651, 8.0564, 8.2269)  0.086
H (8.6407, 13.6112, 17.8800)  0.086
H (11.0997, 9.5220, 14.3843)  0.069
H (14.2734, 6.8528, 7.4112)  0.080
H (14.8120, 12.6191, 8.7438)  0.077
H (11.0898, 11.9757, 9.7711)  0.090
H (18.8674, 14.7131, 11.1390)  0.084
H (18.0755, 16.1859, 11.7457)  0.063
H (7.7641, 13.9230, 14.3403)  0.087
H (11.8107, 13.8385, 18.3896)  0.099
H (14.2558, 16.2585, 12.1551)  0.098
H (10.9648, 10.0217, 17.1657)  0.070
H (15.3810, 16.1094, 15.7188)  0.040
H (19.4536, 7.8982, 14.3197)  0.095
H (11.3922, 8.0077, 7.7626)  0.081
H (19.6451, 15.7943, 12.3850)  0.077
H (14.3359, 14.5452, 11.8449)  0.033
H (15.7013, 14.0854, 16.4542)  0.123
H (13.8763, 12.6267, 10.2162)  0.028
H (19.5517, 11.2395, 17.9522)  0.072
H (9.1836, 13.0352, 13.9111)  0.067
H (13.5970, 16.3797, 14.2974)  0.120
H (13.7322, 13.1134, 21.0036)  0.089
H (20.4207, 10.0747, 10.7783)  0.084
H (11.9056, 13.8624, 20.1992)  0.097
H (17.6390, 10.5600, 15.6699)  0.111
H (11.9625, 6.5999, 8.5309)  0.083
H (14.8327, 12.0341, 20.1298)  0.096
H (16.5265, 15.5297, 19.6678)  0.064
H (13.4797, 11.4243, 21.0109)  0.072
H (10.3874, 8.3499, 16.9587)  0.088
H (12.4281, 8.5435, 13.9494)  0.077
H (14.9105, 17.3833, 16.9224)  0.099
H (17.3754, 16.7785, 18.9301)  0.092

Properties
- E (eV) = -135235.8614
- LUMO energy (eV) = 0.53

(5)
Density functional theory data (ωB97M-V/def2-TZVPD) for C2H2AuI2STe4 as an isolated structure.

Last column: Löwdin charge in e.
Geometry (Å):
Au (-0.4510, 0.0040, 0.0011)  -0.127
I (-2.8906, -1.7657, -0.0044)  0.773
I (-2.9026, 1.7667, -0.0002)  0.773
Te (1.7781, 0.0096, -1.7513)  0.569
Te (4.3450, 0.0102, -2.7059)  0.255
Te (4.3508, 0.0156, 2.6983)  0.265
Te (1.7736, 0.0073, 1.7504)  0.568
S (4.5072, -0.0437, 0.0027)  0.067
C (-4.0319, -0.0022, 0.0014)  -1.200
C (2.8152, 0.0021, 0.0011)  -1.865
H (-4.6440, -0.0030, 0.8944)  -0.039
H (-4.6497, -0.0009, -0.8875)  -0.039

Properties
- expectation value of S² = 0.89
- E (eV) = -62004.3639
- LUMO energy (spin up / spin down) (eV) = -1.11 / -2.73
- multiplicity = 2

(6)
Density functional theory data (ωB97M-V/def2-TZVPD) for C2AlF6NO4S2 as an isolated structure in a non-equilibrium geometry.

Last column: Löwdin charge in e.
Geometry (Å):
S (1.1896, -0.4633, 0.5594)  0.630
S (-1.4511, -0.5389, 0.7211)  0.822
Al (-1.1225, -4.9323, -4.2598)  1.000
F (-0.8030, 1.9087, -0.3393)  0.227
F (1.8623, 0.3210, -1.9698)  0.162
F (-1.5555, 1.9624, 1.6646)  0.216
F (3.4687, 0.2314, -0.5055)  0.224
F (-2.9020, 1.5826, 0.0601)  0.269
F (2.0644, 1.8176, -0.3711)  0.182
O (0.9834, 0.5141, 1.5967)  -0.087
O (1.9368, -1.6271, 0.9854)  -0.035
O (-1.4809, -0.7681, 2.1834)  -0.113
O (-2.6708, -1.1152, 0.1736)  -0.189
N (-0.0451, -0.8159, -0.2825)  -0.060
C (2.2102, 0.5268, -0.6769)  -0.622
C (-1.6845, 1.3963, 0.4606)  -0.624

Properties
- E (eV) = -56298.1052
- LUMO energy (eV) = -14.31
- net charge = +2